{
  "formula": "C19H36AsMnNO6P2",
  "method": "ωB97M-V with the def2-TZVPD basis set",
  "relative_energy_kj_mol": 123.9,
  "homo_ha": [-0.26177, -0.24780],
  "s_squared": 0.795,
  "homo_lumo_gap_ev": [7.20, 6.80],
  "spin_multiplicity": 2,
  "species": ["H", "C", "C", "H", "H", "H", "H", "P", "H", "H", "H", "H", "H", "H", "H", "H", "H", "C", "H", "As", "C", "C", "O", "O", "O", "H", "H", "O", "C", "P", "H", "H", "H", "C", "H", "O", "H", "H", "O", "H", "C", "C", "H", "C", "H", "C", "C", "C", "N", "C", "C", "H", "C", "C", "H", "H", "H", "Mn", "H", "H", "H", "C", "C", "H", "H", "H"],
  "positions_angstrom": [[5.211, 1.344, 0.247], [-1.590, 3.213, 0.257], [4.543, 2.151, -0.062], [-3.388, 0.069, 2.801], [-0.172, -1.729, 2.936], [-4.413, -1.723, -2.736], [-0.904, 3.741, -2.662], [-0.367, 2.307, -0.743], [-0.601, -0.817, 4.396], [-3.582, 0.563, 0.487], [4.197, 2.658, 0.842], [-1.889, 2.252, -2.600], [4.406, 1.900, -2.998], [-3.429, -3.063, 1.298], [-2.500, -3.829, -0.018], [-0.222, 2.153, -3.138], [0.730, 4.415, -0.818], [1.819, -1.970, 1.044], [-4.947, -2.918, -1.523], [-3.032, -1.522, -0.665], [-2.628, -2.923, 0.573], [-4.084, -2.437, -1.984], [0.655, -0.280, -2.173], [2.630, -1.326, 3.169], [-1.318, -0.145, 1.177], [3.147, 0.656, -3.255], [-1.837, -1.719, 3.511], [-1.716, -0.873, -1.452], [-0.892, 2.669, -2.450], [3.098, 1.430, -0.960], [2.800, -3.536, 2.095], [-2.755, 1.713, 2.585], [-4.980, -0.543, 0.633], [2.271, 3.023, -1.447], [3.025, 3.814, -1.403], [1.185, -2.031, -3.509], [-1.373, 3.074, 1.317], [1.379, 3.416, 0.488], [1.606, 0.239, 1.918], [-1.710, -2.644, 1.070], [1.085, 3.411, -0.568], [-0.941, -1.101, 3.395], [-0.464, 0.880, 2.733], [-1.251, 0.137, 2.543], [-1.582, 4.277, 0.017], [1.319, -2.271, -1.164], [1.834, -3.563, -1.150], [2.307, -4.063, 0.041], [1.233, -1.554, -0.052], [-4.204, -0.160, -0.027], [3.902, 1.033, -2.562], [1.952, 2.941, -2.489], [1.963, -0.890, 2.089], [-2.560, 0.740, 3.045], [-3.452, -3.186, -2.458], [-4.653, 0.279, -0.918], [5.107, 2.859, -0.677], [-0.102, 0.000, -0.343], [-2.582, 2.805, 0.059], [2.697, -5.072, 0.097], [4.636, 0.240, -2.408], [2.350, -3.226, 1.163], [0.994, -1.477, -2.435], [2.699, -0.564, 3.766], [1.884, -4.118, -2.078], [-2.544, 0.873, 4.132]]
}

---

{
  "formula": "C19H36Cl2F6MgN3NaO12",
  "method": "ωB97M-V with the def2-TZVPD basis set",
  "homo_ha": -0.24126,
  "homo_lumo_gap_ev": 1.37,
  "species": ["C", "H", "H", "C", "H", "C", "F", "H", "H", "O", "H", "H", "C", "C", "O", "H", "H", "H", "O", "H", "C", "H", "O", "H", "O", "H", "O", "H", "F", "C", "C", "C", "H", "F", "O", "H", "H", "H", "F", "C", "H", "C", "H", "H", "C", "C", "H", "H", "O", "O", "O", "Cl", "C", "O", "Na", "N", "F", "H", "Cl", "H", "H", "C", "C", "N", "N", "H", "H", "H", "F", "H", "H", "Mg", "C", "H", "C", "H", "C", "H", "O", "H"],
  "positions_angstrom": [[1.441, -3.057, -0.708], [-6.602, 2.970, 2.006], [7.835, 1.133, -0.861], [-0.498, -0.393, -1.652], [1.184, -2.685, -2.889], [-5.912, 3.040, 2.849], [0.266, 0.607, 3.733], [2.075, -2.808, 1.890], [0.302, -1.638, 2.712], [-0.404, 2.912, 1.216], [-0.926, -1.473, 0.780], [0.411, 0.946, -0.308], [3.891, -0.264, -1.995], [2.377, -0.149, -1.922], [0.469, 3.033, -0.756], [4.278, -1.210, -1.636], [-6.480, 3.147, 3.770], [-0.022, 5.575, -0.245], [-3.917, 2.375, 1.972], [-1.466, 4.985, 0.822], [-2.850, 0.227, -0.818], [2.136, 0.898, -2.049], [-4.004, -0.102, -0.566], [1.923, -0.651, -2.765], [4.302, -2.977, 0.359], [4.235, 1.810, -1.435], [-4.316, -2.844, -1.233], [-4.693, -0.200, 2.543], [0.106, -3.116, -0.584], [0.350, -0.124, -0.405], [1.801, -0.528, -0.575], [6.851, 0.867, -0.511], [6.897, -0.070, 0.034], [1.934, -4.083, -0.055], [-3.131, 4.429, 1.505], [3.117, -2.065, -0.253], [-3.915, -2.770, -2.153], [-1.968, -1.704, -1.053], [1.366, -4.572, -2.431], [-5.468, 0.564, 2.480], [-0.063, -1.152, -2.268], [-4.917, 1.904, 2.895], [4.226, -0.169, -3.015], [-1.520, 4.684, -0.937], [-0.878, 4.770, -0.061], [-3.954, 3.738, 1.996], [-4.450, 1.829, 3.881], [-6.296, 0.271, 3.125], [5.973, 0.737, -1.609], [-5.057, 4.176, 2.643], [6.026, -4.262, 0.134], [-5.826, -2.142, -3.549], [2.001, -1.844, 1.420], [-2.436, 1.406, -0.452], [0.738, 0.084, 5.456], [5.026, -3.936, 0.769], [3.060, -3.257, -2.410], [-5.812, 0.589, 1.445], [0.781, 6.919, 0.571], [-3.782, -3.420, -0.661], [-0.828, 0.184, 1.333], [-0.255, -0.630, 0.914], [0.777, -1.064, 1.937], [-0.223, 3.473, 0.148], [2.101, -1.909, -0.085], [4.588, 0.597, -0.156], [-0.436, 0.505, -2.244], [1.097, -0.148, 2.434], [-0.906, -1.103, -4.208], [-2.119, -0.821, -2.584], [2.324, 0.121, 0.111], [-3.336, -2.508, -4.096], [4.613, 0.816, -1.219], [-2.788, 1.564, 0.443], [-1.910, -0.725, -1.507], [-4.357, -1.843, -0.862], [1.758, -3.304, -2.207], [2.885, -1.316, 1.723], [4.698, -4.526, 1.811], [6.503, 1.672, 0.127]]
}

---

{
  "formula": "C19H36LiO15",
  "method": "ωB97M-V with the def2-TZVPD basis set",
  "total_charge": 1,
  "homo_ha": -0.47262,
  "homo_lumo_gap_ev": 9.06,
  "species": ["H", "C", "O", "H", "H", "H", "Li", "C", "H", "H", "C", "H", "H", "H", "O", "H", "H", "O", "C", "O", "H", "H", "H", "C", "O", "H", "C", "H", "H", "H", "O", "O", "C", "C", "O", "C", "O", "H", "H", "H", "H", "C", "C", "C", "H", "O", "C", "C", "C", "H", "H", "C", "O", "H", "H", "O", "H", "O", "C", "C", "O", "H", "C", "H", "H", "O", "H", "H", "H", "H", "H"],
  "positions_angstrom": [[1.858, 5.973, 2.297], [-0.194, 0.370, 4.589], [2.765, -3.707, -0.326], [-3.936, 5.148, 1.789], [5.319, -6.449, -1.957], [4.650, 1.483, 3.870], [0.783, 0.945, 0.087], [1.338, 6.689, 1.661], [4.831, 0.006, 4.788], [1.532, 3.089, -3.599], [-5.709, -3.423, 0.036], [-0.336, -1.275, 5.891], [5.225, 1.433, 5.551], [1.097, -2.128, -7.804], [-4.701, -2.441, 0.339], [0.520, -1.715, 4.433], [-5.828, -3.797, 2.183], [-3.094, -1.018, -0.320], [0.721, 3.082, -4.326], [3.115, 1.068, 5.221], [-2.874, 3.977, 2.642], [4.137, -7.359, 0.623], [-0.140, -3.061, -6.880], [1.794, 8.050, 2.143], [-0.028, 6.578, 1.993], [0.625, 3.992, -4.919], [-4.117, -1.632, -0.548], [-3.816, -0.061, -2.915], [-1.204, -1.671, 4.439], [-0.973, 0.950, 5.084], [-4.819, -1.565, -1.765], [2.225, 0.581, 3.145], [-6.029, -4.330, 1.253], [3.431, -4.733, -0.395], [0.841, 2.001, -5.260], [1.040, -1.581, -5.692], [1.049, 0.868, 5.074], [-5.253, -4.174, -0.609], [-0.404, -1.405, -7.310], [5.967, -6.284, -0.277], [3.643, -7.704, -1.016], [2.122, 0.811, 4.382], [0.369, -2.104, -6.993], [-0.693, 5.447, 1.725], [0.468, -1.979, -4.854], [2.978, -5.978, -0.121], [0.978, 0.733, -4.784], [5.109, -6.141, -0.933], [4.488, 1.039, 4.852], [1.529, 8.930, 1.558], [2.004, -2.088, -5.651], [-2.954, 4.675, 1.809], [4.684, -4.792, -0.863], [-0.228, 2.922, -3.814], [-7.057, -4.684, 1.328], [0.968, 0.374, -3.612], [-0.328, 0.723, 3.567], [-2.020, 5.755, 1.945], [-0.327, -1.142, 4.810], [-4.284, -1.044, -2.978], [0.873, -0.118, -5.780], [-2.877, 4.217, 0.823], [3.962, -6.901, -0.351], [1.628, 8.293, 3.192], [-5.300, -5.139, 1.198], [-0.254, 4.408, 1.242], [2.872, 8.120, 2.000], [-3.528, -1.687, -3.427], [1.434, 6.394, 0.616], [-5.091, -0.861, -3.687], [-6.580, -2.948, -0.416]]
}

---

{
  "formula": "C19H36LiO15",
  "method": "ωB97M-V with the def2-TZVPD basis set",
  "total_charge": 2,
  "homo_ha": [-0.57556, -0.57527],
  "s_squared": 0.757,
  "homo_lumo_gap_ev": [10.49, 3.37],
  "spin_multiplicity": 2,
  "species": ["H", "C", "C", "Li", "H", "H", "H", "H", "H", "O", "O", "H", "C", "H", "H", "H", "H", "O", "C", "H", "H", "C", "H", "C", "O", "C", "C", "C", "H", "O", "C", "O", "H", "C", "O", "O", "H", "H", "H", "O", "H", "H", "H", "O", "O", "H", "O", "C", "C", "H", "H", "H", "O", "C", "H", "H", "C", "C", "C", "H", "H", "H", "H", "H", "O", "H", "C", "C", "H", "H", "O"],
  "positions_angstrom": [[15.848, 19.889, -3.999], [19.170, 15.385, -4.671], [16.349, 14.503, 2.096], [17.307, 16.393, -0.428], [21.620, 19.522, 2.409], [15.502, 18.455, -4.860], [13.800, 20.422, -1.454], [15.857, 16.917, 2.657], [20.054, 20.353, 2.763], [16.865, 15.096, 1.089], [15.370, 17.147, -0.719], [18.831, 13.517, -5.554], [13.963, 20.313, 0.724], [19.950, 21.755, -0.610], [20.277, 19.537, -1.696], [12.957, 20.125, 1.099], [17.381, 16.733, 3.624], [19.322, 16.058, 0.210], [19.569, 20.267, -2.088], [18.858, 18.415, 1.832], [13.374, 14.439, 0.456], [16.331, 16.456, 3.524], [15.802, 12.704, 0.018], [18.038, 14.827, -2.775], [15.944, 13.293, 2.084], [15.801, 16.749, 4.910], [20.071, 16.027, 1.208], [16.258, 12.416, 0.966], [16.006, 11.383, 1.204], [16.118, 15.004, 3.279], [14.150, 17.272, -0.620], [18.655, 15.833, -3.399], [14.844, 16.228, 4.871], [20.586, 19.402, 2.730], [17.874, 18.139, -1.195], [20.505, 16.998, 1.963], [18.503, 20.870, -0.303], [20.085, 13.413, -4.244], [18.441, 21.997, -1.641], [13.466, 18.437, -0.625], [20.576, 13.498, 0.160], [20.615, 19.079, 3.771], [20.279, 12.825, 1.736], [17.293, 14.896, -1.780], [18.561, 19.633, -2.840], [20.169, 15.821, -4.683], [20.482, 14.842, 1.716], [19.993, 13.639, 1.070], [16.312, 18.963, -4.338], [19.898, 18.709, 0.755], [15.535, 17.805, 4.861], [13.497, 14.368, -1.378], [13.302, 16.273, -0.596], [19.152, 13.869, -4.574], [14.803, 19.936, 1.307], [20.237, 20.848, -2.724], [13.759, 14.891, -0.458], [14.118, 19.687, -0.715], [17.731, 18.632, -2.325], [14.847, 14.869, -0.404], [17.331, 12.542, 0.819], [17.030, 19.231, -5.113], [18.904, 13.686, 1.037], [13.919, 21.399, 0.644], [16.831, 18.210, -3.214], [15.178, 19.601, -0.957], [19.946, 18.367, 1.789], [19.093, 21.304, -1.110], [18.563, 15.721, -5.512], [16.453, 16.614, 5.773], [18.126, 13.734, -3.532]]
}